Entry 1:
# C16H10Cl49N3OP

A 13-piece molecular cluster, C16H10Cl49N3OP overall in a non-equilibrium geometry (ωB97M-V/def2-TZVPD, OMol25).

```
80
Properties=species:S:1:pos:R:3:forces:R:3:lowdin_charge:R:1
Cl -5.33554 6.28045 5.80963 0.0 0.0 0.0 0.515
Cl 2.77529 -5.00056 -1.26831 0.0 0.0 0.0 0.549
Cl -0.31611 1.64186 -5.85637 -0.1 0.1 -0.1 0.499
C -3.79868 1.97907 -1.78460 0.0 -0.4 -0.4 -0.395
N -3.74469 2.77436 -2.92728 0.2 0.3 0.3 0.081
Cl 2.74718 10.78655 -2.18140 0.1 0.2 -0.1 0.477
C -2.36088 3.36969 -3.04720 0.2 -0.3 -0.3 -0.169
Cl -2.20368 -7.95431 -3.25443 0.0 0.0 0.0 0.532
Cl 2.21111 -10.25749 2.05308 0.2 0.2 0.1 0.513
Cl 1.02886 -0.30578 -7.50139 0.0 0.0 0.0 0.561
Cl 1.89897 13.23700 -0.92064 0.0 0.0 0.0 0.524
H -3.11828 0.41853 -0.83599 0.2 -0.4 -0.2 0.151
Cl 0.70087 8.67217 -0.17072 0.0 0.0 0.0 0.525
C -0.65394 -7.56252 -4.00460 0.0 0.0 0.0 -2.048
C 1.28441 0.16543 2.93014 0.0 0.1 0.1 -2.035
Cl 7.82686 5.37674 2.67521 0.0 0.0 0.0 0.533
H -2.38729 4.45338 -3.07845 -0.2 0.1 0.3 0.119
Cl 7.89955 5.67636 -0.19221 0.0 0.0 0.0 0.530
C -6.74916 5.23364 5.68147 0.0 0.1 0.1 -2.059
C -1.57661 1.26230 -2.02334 0.1 0.3 -0.9 -0.156
H -1.98026 3.04806 -4.01625 0.0 0.1 -0.1 0.081
Cl 3.43308 8.39149 0.72678 -0.1 0.2 0.0 0.528
C 1.08631 -8.93765 1.73470 0.0 -0.1 0.0 -2.032
N -4.57276 2.36202 -0.80133 0.2 -0.2 -0.4 0.285
H -0.89434 0.78346 -1.32914 -0.2 -0.2 0.2 0.095
Cl 7.21598 7.92766 1.47548 0.0 0.0 0.0 0.522
Cl 0.07818 0.30520 4.20971 0.0 0.0 0.0 0.530
Cl 0.70708 -3.03823 -1.73926 0.0 0.1 0.0 0.473
Cl 0.83427 -0.71099 -4.65422 0.0 0.0 0.1 0.505
C 3.06391 12.52076 -2.03966 0.0 0.0 0.0 -2.052
Cl -2.33426 -13.80231 3.67327 0.0 0.0 0.0 0.524
Cl 4.69931 12.76648 -1.42453 0.0 0.0 0.0 0.530
Cl 5.37434 5.73185 1.19805 0.1 -0.2 0.0 0.481
Cl 0.48530 -0.34649 1.43086 -0.1 0.1 0.0 0.464
Cl 1.83225 6.05505 0.22509 0.0 -0.1 0.1 0.487
Cl 0.52497 -8.81683 -3.60746 0.0 0.0 0.0 0.517
Cl 2.73904 7.67329 -1.97790 -0.1 -0.2 0.1 0.514
Cl -7.88572 5.91713 4.51537 0.0 0.0 0.0 0.524
C 1.36932 -4.20277 -0.56766 0.1 -0.2 0.1 -2.040
H -3.89560 2.18620 -3.73784 -0.1 -0.1 0.0 0.143
H -5.20135 3.12986 -0.97704 -0.1 0.1 0.1 0.151
Cl 0.90334 -8.73104 -0.01098 0.0 -0.1 0.0 0.483
Cl -0.08330 -6.00887 -3.38543 0.0 0.0 -0.3 0.485
C -1.42320 2.78633 -1.99341 0.2 0.1 0.1 -0.502
C 2.17982 7.71341 -0.29784 0.1 0.0 0.0 -2.036
Cl 0.13892 -5.39937 -0.17889 0.0 0.2 0.2 0.493
C 1.98095 -13.52494 -0.55661 0.0 0.0 0.0 -2.056
Cl 2.55060 1.35795 -5.70683 0.0 0.0 0.0 0.548
Cl -6.24962 3.62280 5.13081 0.0 0.0 0.0 0.485
N -3.00764 0.88670 -1.73106 -0.1 1.1 1.4 0.136
Cl 2.50170 -1.02278 3.39198 0.0 0.0 0.0 0.546
Cl -0.84882 -7.47161 -5.75610 0.0 0.0 0.0 0.537
Cl 1.13423 -13.15169 0.94572 -0.1 -0.2 0.0 0.493
H -4.52287 1.93030 0.10764 -0.2 0.0 0.1 0.148
Cl 1.84290 -3.34354 0.89743 0.1 -0.1 0.0 0.501
Cl -1.09561 -13.96949 6.27252 0.0 0.0 0.0 0.532
Cl -2.78597 3.90631 4.67024 0.0 0.0 0.0 0.487
H -1.60576 3.18321 -0.98858 -0.2 0.0 0.1 0.114
Cl -0.43865 -11.79413 4.48800 0.0 -0.2 0.1 0.483
C -1.72521 -12.87046 5.04394 0.0 -0.1 0.0 -2.057
Cl 3.65348 -13.95795 -0.19471 0.0 0.0 0.0 0.531
Cl 1.18377 -14.87170 -1.37164 0.0 0.0 0.0 0.534
O 0.23624 4.85514 -2.41134 -0.4 -0.4 0.2 -0.355
C -1.13063 4.52247 4.63265 0.0 0.0 0.1 -2.052
Cl -3.03599 -11.90564 5.73049 0.0 0.0 0.0 0.524
Cl -1.15107 6.27540 4.82874 0.0 0.0 0.0 0.540
Cl 2.05666 1.73015 2.67364 0.1 -0.1 0.0 0.501
H -0.39281 5.17991 -1.75349 0.2 0.4 0.2 0.050
Cl -0.19642 3.78983 5.93471 0.0 0.0 0.0 0.542
C 1.03875 0.49201 -5.93603 0.1 0.0 0.0 -2.052
H -1.33740 0.92876 -3.03240 0.1 -0.2 0.0 0.086
Cl 2.90623 13.28166 -3.62389 0.0 0.0 0.0 0.531
Cl 1.23897 2.66520 -0.69487 -0.2 0.1 0.2 0.242
Cl 1.70133 -7.44364 2.45381 0.0 0.0 0.0 0.522
Cl -7.52759 5.09285 7.25437 0.0 0.0 0.0 0.544
P 0.32948 3.23729 -2.45612 0.5 -0.1 -0.7 0.596
C 7.08234 6.17551 1.28994 0.0 0.0 0.0 -2.057
Cl -0.39118 4.11217 3.07800 0.0 0.0 -0.1 0.472
Cl -0.47591 -9.34546 2.44462 0.0 0.3 -0.1 0.508
Cl 1.95864 -12.10317 -1.60863 0.0 0.0 0.0 0.501
```
Forces are in eV/Å.

Output
Energy = -646150.9204 eV
E_HOMO = -0.444 hartree
Orbital gap = 0.3115 Ha
Charge = +1


Entry 2:
# C16H10ClIN5O8Zr

C16H10ClIN5O8Zr as an isolated structure (ωB97M-V/def2-TZVPD, OMol25).

```
42
Properties=species:S:1:pos:R:3:forces:R:3:lowdin_charge:R:1
C 2.62581 -0.76233 -4.64119 0.0 0.0 0.1 -0.598
H 0.13210 -0.54152 -5.86005 0.0 0.0 0.0 0.109
O -0.71081 -1.39926 0.88100 0.2 0.1 -0.3 -0.182
O 2.19021 -0.38594 -0.54096 -0.3 0.2 0.3 -0.297
Cl 2.77792 -0.93689 -6.34923 0.0 0.0 0.0 0.751
O 1.31730 -1.83519 4.07326 0.0 0.1 0.0 0.212
H 1.14461 2.84221 1.65234 0.0 0.0 0.0 0.132
C 1.27742 -0.39391 -2.68070 0.0 0.0 -0.1 -0.152
C 3.64270 -0.71032 -2.43980 -0.1 0.1 0.1 -0.647
H -4.12370 0.60213 3.03321 0.0 0.0 0.0 0.147
C -0.71286 -1.13822 3.23372 -0.3 0.1 -0.1 -0.064
N 1.02635 2.41523 -0.37748 -0.3 -0.1 0.2 -0.048
H 2.38776 1.93002 1.03306 0.0 0.1 0.0 0.122
H -1.93256 0.12084 -2.15364 0.0 0.0 0.0 0.115
N 0.10444 -0.16260 -2.01954 -0.2 0.0 0.1 -0.008
N 0.73031 -1.24611 3.22316 0.2 -0.1 0.0 -0.267
O 1.32565 -0.58870 2.32140 -0.1 0.0 -0.1 -0.063
O -3.53141 0.48764 -0.17224 0.0 0.0 0.1 0.152
C -1.04346 -0.20993 -4.10337 0.0 0.0 -0.1 -0.005
O -4.52688 0.43564 5.36901 0.0 0.0 0.0 0.108
C -1.31872 -0.99532 1.98684 -0.1 0.1 0.3 -0.306
C 2.42386 -0.49201 -1.85416 0.0 -0.1 -0.2 -0.411
H 1.74090 2.94076 -0.86949 0.0 -0.1 0.0 0.127
Zr 0.39759 0.14418 0.22788 0.4 0.1 0.1 1.923
H 4.69975 -1.01696 -4.29626 0.0 0.0 0.0 0.104
C -1.39959 -0.88064 4.40970 0.0 0.0 0.0 0.108
H -1.98662 -0.13391 -4.62385 0.0 0.0 0.0 0.123
C -1.02261 -0.07249 -2.71184 0.1 0.0 0.0 -0.057
N 1.38720 2.11349 0.98796 0.1 -0.2 -0.2 -0.074
C -2.49055 -0.23645 1.90470 0.0 -0.1 -0.1 -0.034
I 5.34299 -0.83920 -1.26354 0.0 0.0 0.0 0.988
H -0.95477 -1.01692 5.38571 0.0 0.0 0.0 0.146
C -2.59777 0.48116 0.57406 -0.4 0.0 0.0 -0.519
C -2.67329 -0.36533 4.27947 0.0 -0.1 -0.1 -0.103
H 0.14526 2.92359 -0.37864 0.0 0.1 0.0 0.109
N -3.43973 -0.07749 5.50794 0.1 0.1 0.0 -0.351
O -2.91295 -0.35985 6.56196 0.0 0.0 0.0 0.102
C -3.20166 0.03725 3.05277 0.0 0.0 0.0 0.107
C 1.34153 -0.53320 -4.07608 0.0 0.0 0.1 -0.156
O -1.44243 1.13481 0.34229 0.6 -0.2 -0.3 -0.226
C 0.12824 -0.43491 -4.78368 -0.1 0.0 0.0 0.026
C 3.73253 -0.84334 -3.84572 0.0 0.0 -0.1 -0.143
```
Forces are in eV/Å.

Output
Energy = -62481.3777 eV
E_HOMO = -0.422 hartree
Orbital gap = 0.2543 Ha
Charge = +1


Entry 3:
# C16H10N3O6PdSe

C16H10N3O6PdSe as an isolated structure in a non-equilibrium geometry (ωB97M-V/def2-TZVPD, OMol25).

```
37
Properties=species:S:1:pos:R:3:forces:R:3:lowdin_charge:R:1
H 0.93238 -2.99345 -2.73289 -0.1 0.0 0.1 0.123
C -2.17742 2.98535 0.40751 0.7 -0.5 0.2 0.003
Pd -0.72232 -0.66235 -1.13089 1.6 1.4 -1.6 0.987
C -3.49152 2.68135 -1.57289 0.1 0.6 0.7 -0.040
O -3.71722 -3.34555 -1.49409 -1.2 -1.1 -0.7 -0.461
H 4.31658 -3.81515 -0.21749 0.0 -0.1 0.1 0.106
O -1.86772 -1.63385 -2.54959 0.9 0.8 -0.6 -0.557
N 1.22198 -1.72545 -1.15069 0.3 -0.1 1.1 0.033
C 3.43068 -3.24315 -0.45279 -0.5 -0.3 -0.8 -0.054
H -4.33862 2.93825 -2.19069 0.0 0.0 -0.1 0.104
H -2.81022 1.07535 -2.83919 0.0 -0.1 0.2 0.121
O 3.14408 1.42225 4.06621 0.8 -0.4 0.4 -0.027
O 1.65688 3.11315 4.04891 -0.4 0.8 0.3 -0.023
H 2.87618 -4.45435 -2.15899 0.0 0.0 -0.1 0.102
C -0.24262 1.40065 0.74421 1.2 -1.0 0.6 -0.161
O -1.27822 -2.92855 -0.41369 0.5 -0.7 0.3 -0.519
C 1.55598 -2.79285 -1.86789 -0.1 0.1 -0.1 -0.109
C 3.06858 -2.16515 0.32021 -0.5 0.6 0.2 0.002
H -3.86512 4.19965 -0.07889 -0.1 0.0 0.0 0.107
C 2.64038 -3.58955 -1.55829 0.5 0.2 0.6 -0.043
C -3.23332 3.37695 -0.38109 -0.2 -0.4 -0.8 -0.048
N -1.60062 1.29075 -1.19729 -0.3 0.3 1.2 0.019
C 1.92438 -1.42355 -0.01569 0.3 -1.5 -1.6 -0.173
C -1.36372 1.92005 -0.00209 -1.4 0.3 -1.6 -0.176
C 0.35668 2.00885 1.84251 -0.1 -0.4 -0.4 0.071
H 3.65178 -1.89245 1.18641 0.0 0.0 0.1 0.112
C 1.46668 1.41195 2.42411 0.2 0.2 0.2 -0.062
C 2.01348 0.26895 1.85481 -0.4 -0.1 -0.4 0.070
H 2.89568 -0.15495 2.30411 0.2 0.1 0.1 0.114
C -2.65382 1.64785 -1.93059 0.2 -0.2 -0.1 -0.110
C 1.41658 -0.29975 0.73611 -1.1 1.2 0.7 -0.159
H -0.01982 2.93515 2.24561 0.1 0.1 0.1 0.117
H -1.97872 3.46865 1.35211 0.0 0.0 0.0 0.113
N 0.25088 0.22365 0.26531 0.9 0.9 0.7 0.003
O -3.05862 -1.00425 -0.34799 -0.8 0.6 0.4 -0.514
C 2.17268 2.06395 3.67381 -0.4 -0.4 -0.9 -0.713
Se -2.57282 -2.30845 -1.18819 -1.0 -0.9 1.4 0.644
```
Forces are in eV/Å.

Output
Energy = -102334.9879 eV
E_HOMO = -0.207 hartree
Orbital gap = 0.2571 Ha
Charge = -1


Entry 4:
# C16H10N4O3S3

One molecule with the formula C16H10N4O3S3 in a non-equilibrium geometry (ωB97M-V/def2-TZVPD, OMol25).

```
36
Properties=species:S:1:pos:R:3:forces:R:3:lowdin_charge:R:1
C -1.40511 2.06309 -0.96401 0.0 -0.7 -1.3 -0.448
N -4.81731 -0.82376 1.32156 0.3 2.4 -1.8 0.015
N -3.81000 0.07883 1.73278 -1.6 0.8 -1.3 0.015
N -4.82545 0.98848 -0.05264 0.3 -0.7 1.0 0.080
C 5.82006 -0.94173 2.75310 -1.1 1.3 3.4 -0.387
H 1.57948 -1.42037 -1.76708 -0.5 0.0 -0.4 0.114
N 1.32612 -0.62922 0.61815 -0.6 1.0 1.0 0.022
H -1.96115 1.58554 -3.64804 -0.8 0.9 0.2 0.100
C -3.85840 1.16298 0.93529 -0.9 -2.4 1.1 -0.654
H 0.77451 -1.45209 -4.31537 0.5 -0.6 0.2 0.097
C 0.71977 -0.87332 -2.17126 -1.0 0.1 -0.6 0.011
H 6.74588 -0.71729 3.21325 0.8 0.0 0.3 0.066
O -1.76511 3.09627 -1.45105 -0.3 1.0 -0.8 0.125
S 1.71065 -0.37277 2.26884 -1.3 -0.7 3.8 0.614
H -6.19469 -0.74151 -0.39848 1.3 1.0 1.2 0.135
C -0.76415 -0.10499 -3.98077 0.0 1.0 0.7 -0.060
C -0.68878 0.82581 0.98497 -1.6 0.3 0.7 0.025
C -0.01676 -0.08192 -1.27807 -0.4 1.9 -0.6 -0.092
S -2.81289 2.51298 1.32347 -0.4 0.1 -0.3 1.054
O 0.98078 -1.15452 3.27449 0.3 -0.8 -2.4 -0.308
C 4.03313 -1.55785 1.34492 2.8 -0.6 0.3 -0.103
H -0.94514 0.48691 2.05846 0.9 0.7 -1.8 0.149
H -1.06339 -0.11820 -5.04157 0.2 -0.2 0.6 0.112
C -1.51237 1.76543 0.40505 2.1 -1.9 3.6 -0.458
C -5.39524 -0.24873 0.25682 0.1 -0.8 -0.3 -0.186
C 0.29238 -0.90693 -3.52824 -0.3 0.7 0.7 -0.053
S 4.37267 -0.39090 3.57257 0.9 0.8 1.1 1.051
C 0.30553 0.03887 0.16799 0.0 -0.6 0.5 -0.218
H 6.24001 -2.03917 1.00383 -0.2 -0.2 0.4 0.107
H -4.96473 1.57266 -0.88662 0.0 -0.5 0.9 0.159
C -1.33303 0.89924 -3.15102 2.1 -2.4 1.3 0.028
H 3.66482 -1.77996 0.33970 0.0 -0.2 0.7 0.099
O 1.63900 0.98355 2.74014 0.7 1.1 -1.9 -0.306
C 3.36648 -0.93875 2.33915 -0.4 0.1 -1.8 -0.682
C -0.95485 0.90870 -1.75787 0.7 -1.1 -3.3 -0.051
C 5.51725 -1.67538 1.73752 -2.7 -1.0 -5.1 -0.172
```
Forces are in eV/Å.

Output
Energy = -61358.2103 eV
ΔE to the lowest compared entry with this formula, charge and spin = 42.77 kcal/mol
Structure (SMILES) = O=C1C(Sc2nnc[nH]2)=C/C(=N\S(=O)(=O)c2cccs2)c2ccccc21
E_HOMO = -0.347 hartree
Orbital gap = 0.2734 Ha
Charge = 0


Entry 5:
# C16H10N4O7Pd

C16H10N4O7Pd as an isolated structure (ωB97M-V/def2-TZVPD, OMol25).

```
38
Properties=species:S:1:pos:R:3:forces:R:3:lowdin_charge:R:1
C 1.78714 1.47601 3.67944 0.0 0.0 0.1 0.065
O 0.85380 1.57690 -2.63818 0.0 -0.1 0.0 -0.152
C -3.78845 -0.55992 -1.60565 0.1 0.0 0.1 0.130
N -3.29387 0.25658 0.64177 0.0 0.2 0.0 -0.333
C -3.34932 -0.80419 -2.92175 -0.1 0.0 0.1 -0.021
C 2.53593 -0.78769 -0.44852 0.0 0.0 -0.1 -0.009
Pd 1.00534 1.91920 -0.68849 0.0 0.1 -0.4 1.147
H -4.74443 -0.93735 -1.26728 0.0 0.0 0.0 0.154
O -3.84303 -1.80303 -4.92564 0.0 0.0 0.0 0.144
H 1.41984 2.34937 4.20427 0.0 0.0 0.0 0.150
H 2.45580 -0.72624 -1.52901 0.0 0.0 0.0 0.142
C 3.21796 -1.90717 1.55458 0.0 0.0 0.0 0.093
C 2.35605 0.43014 4.37499 -0.1 0.1 0.0 0.059
C 2.74028 -0.80401 2.28507 0.0 0.0 -0.1 -0.114
C -1.24070 0.27696 -2.59160 0.0 -0.1 0.0 0.022
C 0.14289 0.60011 -3.16452 0.2 0.1 0.0 -0.550
N -4.26780 -1.54552 -3.82595 0.0 0.0 0.0 -0.333
C 3.11275 -1.89115 0.17583 0.0 0.0 0.0 0.049
C -2.95228 0.12437 -0.78800 -0.1 -0.1 -0.1 -0.014
H 0.06693 2.51475 1.75752 0.0 0.0 0.0 0.138
O -4.46106 0.26843 0.92744 0.0 0.0 0.0 0.161
C 2.15838 0.26497 1.57410 0.0 -0.1 -0.1 -0.143
H 1.46234 3.36063 1.77945 0.0 0.0 0.0 0.140
O -1.08459 1.50306 -0.55136 0.1 -0.3 0.5 -0.030
H 3.66699 -2.74884 2.06740 0.0 0.0 0.0 0.152
O 0.53535 -0.06913 -4.08467 -0.2 0.0 0.1 0.147
H 3.47557 -2.71341 -0.42507 0.0 0.0 0.0 0.143
O -5.35384 -1.81891 -3.37095 0.0 0.0 0.0 0.137
O -2.35678 0.32531 1.42171 -0.1 -0.1 0.0 0.077
H 2.44317 0.47228 5.45239 0.0 0.0 0.0 0.147
C -2.09500 -0.44112 -3.39636 0.1 0.1 0.0 0.104
H -1.79500 -0.71309 -4.40021 0.0 0.0 0.0 0.153
C 1.66577 1.41142 2.28682 0.0 0.0 0.0 -0.120
H 3.26285 -1.53028 4.25305 0.0 0.0 0.0 0.156
C 2.82725 -0.71320 3.68964 0.0 0.0 0.0 0.136
N 1.06359 2.45697 1.52104 0.0 0.0 0.1 0.062
C -1.69276 0.66946 -1.26101 0.1 0.2 -0.3 -0.231
N 2.06296 0.25732 0.23770 -0.1 -0.1 0.2 0.045
```
Forces are in eV/Å.

Output
Energy = -40500.9213 eV
ΔE to the lowest compared entry with this formula, charge and spin = 10.63 kcal/mol
E_HOMO (spin up / spin down) = -0.581 / -0.589 hartree
Orbital gap (spin up / spin down) = 0.2565 / 0.1600 Ha
2S+1 = 5
Charge = +2


Entry 6:
# C16H11BCl2F2N2O6

A 2-piece molecular cluster, C16H11BCl2F2N2O6 overall in a non-equilibrium geometry (ωB97M-V/def2-TZVPD, OMol25).

```
40
Properties=species:S:1:pos:R:3:forces:R:3:lowdin_charge:R:1
H 3.41983 0.66666 1.69070 -1.8 -0.8 0.4 0.114
C -0.96380 0.38244 -3.72247 -1.5 -0.8 -2.5 -0.593
N -1.09907 -5.04941 0.26371 0.8 3.9 -1.6 0.041
C 1.88771 4.26926 3.82112 2.9 0.7 -1.0 -0.411
H 2.56704 -1.20311 -0.11915 -1.1 0.3 1.5 0.107
H -1.22704 1.25199 -6.47079 -0.6 -1.6 0.4 0.067
C -1.80420 -0.12972 -4.74004 1.4 1.3 1.4 -0.568
N 0.28407 -0.08431 3.46110 3.3 -1.9 -5.5 0.076
H -0.96970 -0.59222 -6.74479 -1.0 1.3 0.5 0.095
O 2.75907 3.43771 3.95804 -0.4 -0.1 0.0 0.097
O 1.01660 -0.70728 -2.11091 -5.3 -1.6 0.8 0.082
H -2.69620 0.11732 -6.82588 1.7 0.2 1.0 0.089
C 0.58869 -1.51750 1.20708 1.3 1.1 0.3 -0.167
Cl -3.14265 -1.26968 -4.20290 1.6 1.2 -0.8 0.591
H -2.08467 -5.75982 -1.58544 1.0 1.5 0.8 0.135
O 0.01474 3.18384 4.82741 0.5 0.2 -0.3 0.117
C 1.96897 -0.93469 0.80996 -2.2 2.0 4.0 0.016
Cl 0.34658 1.56272 -4.23752 -1.8 -1.6 1.3 0.663
H -1.10394 -1.56996 2.72036 1.7 0.9 -0.5 0.116
O 2.06288 5.44866 3.23781 -0.1 -1.0 0.5 0.229
C -0.09372 -1.05135 2.48818 -0.1 -0.5 -0.4 -0.099
H -1.28703 -5.91329 0.80632 0.0 0.7 -0.9 0.166
C -0.11678 -2.60481 0.27896 -0.8 -1.3 -0.1 -0.019
C -1.25907 -3.56131 -1.93273 1.0 -0.2 3.7 0.070
C 2.42133 0.12603 1.83208 -2.5 -2.2 -0.7 -0.008
H -1.61408 -3.44528 -3.02282 0.5 -0.4 2.1 0.096
B 0.76820 6.15398 3.27363 -0.6 2.4 -0.8 -0.996
C 1.53370 0.45534 3.03152 0.7 0.5 0.1 -0.071
F 0.89089 7.37330 4.01548 -0.1 -1.2 -0.7 0.092
C 0.49666 4.13987 4.26216 -3.2 -0.1 1.0 -0.416
H -0.10726 -4.16270 2.06874 -0.6 0.3 -2.1 0.157
C -0.42369 -3.98610 0.97307 -0.4 1.5 -2.9 0.071
O -1.18351 -0.01479 -2.34892 1.5 -1.6 -1.1 -0.039
C -1.66613 0.21155 -6.31133 -0.5 -0.8 0.9 -0.112
C -0.52836 -2.35676 -1.21808 -1.7 -3.4 2.0 0.063
H 1.93883 1.29809 3.73286 -0.8 -1.5 -1.4 0.113
F 0.32059 6.43110 1.94010 0.4 -0.3 1.2 0.088
C -0.21056 -0.96480 -1.93118 4.8 1.3 -0.7 -0.296
O -0.17479 5.24257 3.94641 0.6 -0.8 0.2 0.226
C -1.53014 -4.87353 -1.12184 1.2 2.5 0.1 0.019
```
Forces are in eV/Å.

Output
Energy = -63186.6656 eV
E_HOMO = -0.314 hartree
Orbital gap = 0.1784 Ha
Charge = 0